DFT (the ωB97M-V functional and the def2-TZVPD basis) results for a 7-piece molecular cluster, C12H18Cl9N3O3 overall.

The geometry in XYZ format:
```
45
C12H18Cl9N3O3 (the ωB97M-V functional and the def2-TZVPD basis)
C 2.922 -0.583 -2.820
O 3.798 0.558 -2.729
C 4.632 0.809 -1.671
O 4.861 0.091 -0.709
O 5.330 1.940 -1.972
C 6.471 2.224 -1.241
H 3.231 -1.571 -2.479
H 2.619 -0.663 -3.864
H 2.038 -0.266 -2.268
H 6.952 3.012 -1.820
H 7.207 1.425 -1.142
H 6.101 2.522 -0.260
Cl 2.742 0.252 3.653
C 3.703 0.740 2.264
Cl 4.913 1.949 2.858
Cl 2.627 1.484 1.018
H 4.259 -0.089 1.825
Cl -3.271 -5.981 3.074
C -4.323 -4.996 2.076
Cl -5.843 -4.648 2.983
Cl -4.532 -5.757 0.525
H -3.742 -4.081 1.970
Cl -0.960 0.684 1.986
C -0.335 -0.869 1.511
Cl -0.016 -0.858 -0.230
Cl -1.524 -2.251 1.863
H 0.600 -1.054 2.039
C -0.867 -1.582 -3.654
C -1.249 -0.270 -4.171
N -1.564 0.765 -4.524
H -1.351 -2.301 -4.315
H -1.327 -1.612 -2.666
H 0.185 -1.689 -3.389
C -4.230 0.017 0.876
C -4.560 -1.388 0.641
N -4.845 -2.459 0.428
H -4.291 0.158 1.955
H -4.982 0.614 0.361
H -3.213 0.253 0.560
C -3.041 3.973 1.487
C -2.909 4.813 2.650
N -2.889 5.428 3.658
H -2.477 4.329 0.624
H -4.106 3.963 1.251
H -2.747 2.968 1.787
```

Values from the calculation:
HOMO (eV): -10.807
2S+1: 1
HOMO-LUMO gap (Eh): 0.39568
SMILES: COC(=O)OC.ClC(Cl)Cl.ClC(Cl)Cl.ClC(Cl)Cl.CC#N.CC#N.CC#N
Energy (eV): -136048.33100